DFT (ωB97M-V/def2-TZVPD) results for a single C25H26N2O5 molecule at a distorted geometry.

Structure (XYZ):
```
58
Properties=species:S:1:pos:R:3:forces:R:3:lowdin_charge:R:1
C 0.108302 4.754781 1.413100 0.0 0.1 0.2 -0.083
H 0.372858 5.809601 1.465954 0.0 -0.1 0.0 0.094
O 0.450239 4.342084 0.110386 0.1 -0.1 -0.3 -0.079
C 0.136290 3.078284 -0.273341 0.0 -0.2 -0.2 -0.265
C 0.399274 2.759780 -1.606892 0.0 0.2 0.2 -0.004
C 0.093008 1.507115 -2.095420 0.0 0.0 0.0 -0.062
C -0.471672 0.550163 -1.268883 -0.1 0.0 0.2 -0.042
C -0.701187 0.849162 0.065395 0.1 0.1 -0.2 -0.183
C -0.406618 2.109121 0.563849 0.1 0.1 0.1 0.033
H -0.621000 2.325118 1.598132 0.0 0.0 0.1 0.113
C -1.333141 -0.186691 0.974659 -0.2 0.2 0.0 -0.155
N -0.781295 -1.516055 0.818634 -0.1 0.2 0.0 -0.008
C -1.651961 -2.419426 0.295915 0.1 -0.3 0.0 -0.367
O -1.427990 -3.584645 0.063315 -0.2 -0.2 -0.1 0.106
C -2.924118 -1.654165 0.117979 -0.1 1.2 0.5 -0.076
C -2.761504 -0.384305 0.559848 0.1 -0.8 -0.1 -0.002
C -3.832769 0.592352 0.534021 0.0 0.0 0.0 -0.303
O -3.740008 1.746297 0.915709 0.0 -0.1 0.0 0.096
C -5.071275 -0.003266 -0.010157 -0.1 -0.2 -0.1 -0.056
C -6.228803 0.774014 -0.114614 0.0 -0.1 0.0 -0.001
C -7.393753 0.243059 -0.617273 0.0 0.1 0.0 -0.070
C -7.428478 -1.086508 -1.030796 0.1 -0.1 0.0 -0.064
C -6.303276 -1.875250 -0.940587 0.3 -0.1 0.0 0.012
C -5.118921 -1.341182 -0.430964 -0.6 0.6 0.0 -0.163
O -4.044967 -2.176396 -0.368571 0.3 -0.4 -0.1 0.144
H -6.307374 -2.906854 -1.254897 0.0 -0.1 0.0 0.124
H -8.342250 -1.504076 -1.425239 -0.1 -0.1 0.0 0.108
H -8.280743 0.852937 -0.692097 -0.1 0.1 0.0 0.105
H -6.168609 1.800409 0.214520 0.0 0.1 0.0 0.121
C 0.535311 -1.880326 1.278090 0.4 0.0 -0.1 -0.121
H 0.648825 -1.556163 2.319548 0.0 -0.1 0.0 0.136
C 1.657935 -1.283522 0.428785 0.1 -0.1 0.3 -0.154
C 3.027621 -1.720668 0.943875 -0.2 0.1 -0.2 -0.207
N 4.086120 -1.347186 0.023642 0.1 -0.1 0.1 -0.176
C 4.348357 0.082655 0.004706 0.2 0.1 -0.3 -0.166
C 5.407677 0.385409 -1.055029 -0.3 0.2 0.1 -0.197
O 6.603558 -0.314422 -0.808281 0.1 0.1 0.1 -0.133
C 6.356856 -1.699652 -0.769030 -0.1 -0.3 0.2 -0.200
C 5.326140 -2.052615 0.302933 0.2 0.1 -0.3 -0.176
H 5.135418 -3.127489 0.281187 0.0 0.0 0.0 0.123
H 5.730748 -1.783410 1.295425 0.0 0.0 0.0 0.130
H 7.314724 -2.177123 -0.555812 -0.1 0.0 0.0 0.124
H 5.985308 -2.039983 -1.747126 0.0 0.0 0.1 0.126
H 5.664993 1.445891 -1.050044 -0.1 0.0 0.0 0.125
H 5.010425 0.108379 -2.043030 0.0 0.1 0.1 0.127
H 3.433230 0.617722 -0.250787 0.0 0.1 0.0 0.115
H 4.707171 0.436189 0.988907 0.0 0.0 0.0 0.132
H 3.197785 -1.303825 1.953944 0.0 -0.1 0.0 0.130
H 3.038351 -2.810863 1.026438 0.0 0.0 0.1 0.123
H 1.579357 -0.196989 0.448093 0.0 0.0 -0.1 0.093
H 1.551835 -1.614859 -0.604103 0.0 0.0 -0.1 0.130
H 0.578863 -2.972351 1.240625 0.0 0.1 0.1 0.130
H -1.253363 0.142241 2.018118 0.0 0.0 -0.1 0.173
H -0.721405 -0.427388 -1.653171 0.0 -0.1 -0.1 0.122
H 0.286790 1.274741 -3.131434 0.0 0.0 -0.1 0.107
H 0.831349 3.518567 -2.239334 0.1 0.1 -0.1 0.117
H 0.675004 4.203562 2.170804 0.0 0.0 0.0 0.095
H -0.963223 4.638030 1.600356 0.0 0.0 0.0 0.099
```
Forces are in eV/Å.

## Properties
- Orbital gap: 8.25 eV
- Structure (SMILES): COc1cccc([C@H]2c3c(oc4ccccc4c3=O)C(=O)N2CCCN2CCOCC2)c1
- Charge: 0
- F_max: 0.0252 Eh/bohr
- Energy relative to the best compared isomer or geometry (same formula, charge and spin): 44.4 kcal per mole

=====

DFT (ωB97M-V/def2-TZVPD) results for a single C25H26N2O7S molecule.

Structure (XYZ):
```
61
Properties=species:S:1:pos:R:3:forces:R:3:lowdin_charge:R:1
C 5.300489 3.599549 -0.774008 0.0 0.3 0.0 -0.076
H 5.167085 4.054774 0.212533 0.0 0.0 0.0 0.098
O 5.216900 2.196077 -0.712193 -0.2 -0.4 0.1 -0.050
C 4.060978 1.631747 -0.286881 0.1 -0.2 -0.1 -0.177
C 2.930698 2.326725 0.103179 0.1 -0.1 0.0 0.043
C 1.768726 1.681484 0.538311 -0.1 0.0 0.2 -0.196
C 1.775435 0.302242 0.552421 -0.4 -0.2 0.1 -0.215
C 2.897785 -0.423643 0.171840 0.6 0.0 -0.1 0.013
C 4.049004 0.214986 -0.244447 -0.2 0.1 0.1 -0.182
O 5.188681 -0.408857 -0.620326 0.0 0.4 0.0 -0.054
C 5.207099 -1.820393 -0.594660 0.0 -0.2 0.0 -0.062
H 6.216399 -2.101705 -0.890251 -0.1 0.0 0.0 0.095
H 4.487619 -2.239672 -1.303718 0.0 0.0 0.0 0.101
H 4.991115 -2.212054 0.402819 0.0 0.0 0.0 0.096
H 2.841973 -1.496763 0.216880 0.2 -0.2 -0.1 0.083
S 0.437480 -0.762824 1.051179 -0.2 -0.3 -0.6 0.724
O 0.855436 -1.534834 2.195768 0.2 -0.2 0.2 -0.283
O -0.833207 -0.093227 1.198926 0.4 0.1 0.2 -0.260
N 0.417348 -1.831722 -0.221851 0.2 0.8 0.5 -0.117
H 0.231270 -1.351897 -1.090037 0.0 0.3 -0.2 0.081
C -0.272938 -3.093320 -0.025519 0.0 -0.6 0.2 -0.217
H -0.580950 -3.132265 1.023265 -0.2 -0.2 -0.1 0.121
C 0.655630 -4.272866 -0.340408 0.1 0.2 0.5 -0.158
H 1.235090 -4.028219 -1.231579 0.0 -0.1 -0.1 0.113
H 0.054750 -5.159963 -0.546276 0.0 -0.1 -0.1 0.110
C 1.613835 -4.603531 0.814244 -0.2 -0.3 -0.4 -0.269
O 2.471682 -3.551720 1.165125 0.2 0.4 0.1 -0.090
H 1.946310 -2.869434 1.624306 0.2 -0.2 0.0 0.031
H 1.024728 -4.925566 1.684243 0.0 0.0 0.0 0.121
H 2.261550 -5.433090 0.511332 -0.1 0.0 0.1 0.115
H -1.174803 -3.143276 -0.644444 0.1 0.1 0.1 0.105
C 0.591437 2.524938 0.931982 -0.2 0.1 -0.2 -0.093
H 0.952515 3.439828 1.403851 0.0 0.0 0.0 0.125
H -0.034228 1.992314 1.646844 0.1 0.2 0.1 0.111
C -0.273046 2.908333 -0.287237 0.2 0.3 0.0 -0.092
N -1.426131 2.032076 -0.426132 0.1 0.3 -0.2 0.056
C -1.261563 0.862262 -1.128868 -0.1 0.0 -0.5 -0.382
O -0.197442 0.592437 -1.665210 -0.1 0.1 -0.1 0.069
C -2.435448 -0.017482 -1.241756 -0.2 -0.5 -0.3 -0.071
C -2.398022 -1.126837 -2.059872 0.2 0.6 0.2 -0.010
C -3.487038 -2.002771 -2.116077 -0.3 -0.2 0.1 -0.062
C -4.600953 -1.777290 -1.350019 0.2 -0.1 -0.1 -0.009
C -4.681397 -0.646634 -0.511066 0.2 0.2 0.0 -0.145
C -5.810078 -0.367101 0.287935 0.0 0.1 0.1 -0.012
C -5.847142 0.749944 1.080947 -0.2 -0.3 -0.1 -0.052
C -4.767877 1.639088 1.105974 0.5 0.1 -0.2 0.021
C -3.648205 1.399000 0.337776 -0.6 -0.1 0.3 -0.060
C -3.584027 0.249171 -0.472240 -0.2 -0.1 0.0 -0.051
C -2.524997 2.346820 0.364322 -0.1 0.2 0.0 -0.355
O -2.542853 3.371761 1.013188 0.0 -0.1 0.1 0.106
H -4.794757 2.524866 1.722514 0.0 0.1 0.0 0.124
H -6.713972 0.953066 1.691760 -0.1 0.0 0.0 0.107
H -6.646054 -1.051358 0.263459 -0.1 -0.1 0.0 0.115
H -5.436266 -2.461893 -1.382852 -0.1 -0.1 0.0 0.116
H -3.439323 -2.864783 -2.765174 0.0 -0.1 0.0 0.108
H -1.521431 -1.306394 -2.665674 0.1 0.0 0.0 0.124
H -0.666224 3.918938 -0.162208 0.1 -0.2 -0.1 0.125
H 0.310424 2.839598 -1.207122 -0.1 0.1 0.1 0.133
H 2.927537 3.405177 0.083144 0.0 0.1 0.0 0.116
H 6.303746 3.816041 -1.137176 -0.1 0.0 0.0 0.096
H 4.565847 4.016596 -1.470201 0.0 0.0 0.0 0.098
```
Forces are in eV/Å.

## Properties
- Orbital gap: 7.38 eV
- Structure (SMILES): COc1cc(CCN2C(=O)c3cccc4cccc(c34)C2=O)c(S(=O)(=O)NCCCO)cc1OC
- Charge: 0
- F_max: 0.0194 Eh/bohr
- Energy relative to the best compared isomer or geometry (same formula, charge and spin): 12.0 kcal per mole